1.
Molecular formula: C40H49BCl3N9S4Tc
Method: DFT, wB97M-V/def2-TZVPD

ORCA input file:
```
! RIJCOSX wB97M-V def2-TZVPD def2/J DEFGRID3
* xyz 2 2
Tc 2.4934 0.5442 0.8709
Cl 4.5342 4.3424 -2.3858
Cl 6.7414 2.4758 -2.1132
Cl 4.4664 1.8011 -3.7894
S 2.9079 5.5867 5.2781
S 2.9217 -1.2620 -0.7782
S 0.8022 -0.7009 2.2311
S 0.7370 2.2248 -0.2151
N -2.1176 0.1535 -0.2287
N 3.7487 1.5292 -0.3437
N -0.9744 -0.2190 0.3756
N 2.4715 2.1928 2.2900
N 0.4267 -2.0248 -0.6585
N 0.1630 -0.4989 -2.9535
N 1.6539 3.7909 9.2678
N -0.6813 -2.7833 -0.6432
N 0.2528 0.2272 -1.8209
C -3.1159 -0.1096 1.9026
C 2.9261 3.7783 8.8732
C 2.2036 2.9941 4.5339
C -3.1807 0.2299 0.5176
C 2.1079 2.0156 3.5699
C -1.9442 -0.4427 2.5046
C 1.8770 -3.8108 -1.1309
C 2.4117 4.8712 6.8271
C 1.6770 -2.4312 -0.8545
C -5.0077 -0.6517 -0.8806
C 3.8154 -0.2734 1.9701
C -0.2584 0.1596 -6.5739
C -0.7849 -0.4362 1.6764
C -2.7086 -4.5081 0.2573
C 0.1968 3.8007 -2.9068
C 0.1802 2.3061 -2.9349
C 0.3558 1.5637 -1.7296
C 3.0568 4.4451 2.8460
C -1.5028 -6.3836 -0.8751
C -1.0756 -1.7517 -5.1867
C 3.2536 -4.3434 -1.3709
C -1.8386 -0.7913 3.9546
C -0.5332 -4.0559 -0.8847
C -5.5171 1.1251 0.8150
C -4.4777 0.6130 -0.1851
C -2.5282 -4.5514 -2.2443
C 3.3604 4.3065 7.6632
C 4.3370 2.0216 -1.1898
C 0.0538 1.5843 -4.0780
C 0.7613 -4.5915 -1.1411
C 1.3879 -1.3871 -5.4919
C 0.7604 4.3550 8.4555
C 0.0257 -0.6952 -5.3379
C 5.0131 2.6450 -2.3348
C 2.9351 3.4120 1.9524
C 1.0853 4.9120 7.2255
C -1.8107 -4.8858 -0.9255
C 2.6949 4.2495 4.1845
C 0.0795 0.1547 -4.0727
C -4.2018 1.6986 -1.2284
B 0.1026 -0.5726 -0.5880
H -0.4657 4.1780 -2.1271
H -6.3929 1.4762 0.2688
H -5.1233 1.9185 -1.7686
H 1.7252 1.0388 3.8274
H -0.0506 2.1066 -5.0192
H -2.4399 -6.9373 -0.8184
H -1.1145 -0.1464 4.4548
H -2.9176 -3.4376 0.2707
H -0.8965 -2.3860 -4.3174
H 0.3286 5.3709 6.6031
H -0.3525 -0.4919 -7.4424
H 3.2381 -5.4259 -1.4702
H -3.4258 -5.1642 -2.3395
H 1.3766 -2.0279 -6.3749
H 0.5506 0.8635 -6.7831
H 1.8967 2.7716 5.5457
H -0.2654 4.3668 8.8063
H 3.6791 -3.9122 -2.2796
H -1.1945 0.7155 -6.4818
H 3.6355 3.3281 9.5577
H -2.2451 -4.7867 1.2068
H 3.4360 5.4014 2.5095
H -2.0573 -1.2841 -5.0770
H -0.1129 4.2064 -3.8675
H 3.9357 -0.0660 3.0361
H -1.0977 -2.3802 -6.0779
H -3.4490 1.3772 -1.9485
H -2.8200 -3.4992 -2.2682
H -1.4847 -1.8176 4.0751
H -5.8603 0.3448 1.4969
H -4.0217 -0.0914 2.4926
H -3.8582 2.6205 -0.7530
H 3.9166 -4.0675 -0.5498
H 4.4057 4.2816 7.3865
H -4.2953 -1.0058 -1.6292
H -1.8888 -4.7543 -3.1072
H -0.9800 -6.7297 -1.7695
H 2.1910 -0.6559 -5.6185
H 1.6133 -2.0018 -4.6186
H -3.6551 -5.0433 0.1735
H 3.2077 3.5604 0.9177
H 1.2013 4.1664 -2.6764
H -5.1839 -1.4567 -0.1619
H 0.8655 -5.6511 -1.3290
H 4.5287 -1.0119 1.6029
H -5.9538 -0.4316 -1.3775
H -0.9105 -6.6485 0.0044
H -2.8040 -0.6924 4.4457
H -5.1348 1.9635 1.4032
*
```

The value obtained for the HOMO energy (spin up / spin down) is -0.4789 / -0.4698 Eh. The total energy comes out at -139458.003 eV. The value obtained for the energy relative to the best compared isomer or geometry (same formula, charge and spin) is 1.202 eV. The calculation puts the LUMO energy (spin up / spin down) at -6.12 / -6.21 eV.

---

2.
Molecular formula: C40H49BiClIN3OSi2
Method: DFT, wB97M-V/def2-TZVPD

ORCA input file:
```
! RIJCOSX wB97M-V def2-TZVPD def2/J DEFGRID3
* xyz -1 1
Bi -0.0328 0.5044 -0.3576
I -2.5143 -1.2111 -4.8398
Cl -1.7968 3.9357 -7.1715
Si 0.2032 -2.0227 -1.1211
Si -2.6123 -0.2478 -0.1636
O -0.9647 0.3530 -2.5751
N 0.5027 0.0372 2.1079
N 2.9489 0.0403 0.4105
N -0.1614 2.9514 -2.3708
C -0.9123 -1.0552 3.7756
C -1.8210 3.2932 2.0040
C 4.6752 0.1250 -1.3646
C 0.1219 5.1267 -3.3129
C -1.9891 1.6066 -5.8287
C -2.0564 1.4012 4.4156
C -1.3200 -3.4424 3.0340
C -0.2864 -2.3972 3.4539
C 0.5491 -2.9008 4.6335
C -0.5052 0.1107 3.1085
C -1.8016 0.7463 -4.7384
C 4.8989 -1.3268 -1.8110
C -1.1607 1.1445 -3.5613
C -2.9734 -4.5297 -2.0617
C 5.9849 0.9013 -1.5256
C 4.2343 0.1225 0.0829
C -3.9581 -2.5544 -1.1266
C 2.9125 0.0299 1.7847
C -1.5586 2.9001 -5.7815
C -3.6634 0.9146 -1.2204
C -2.6974 -1.9842 -0.9207
C 5.0701 0.1435 1.2329
C -3.4941 -0.3517 1.4995
C -1.7173 -3.9790 -1.8605
C -1.5553 -2.7086 -1.2981
C -4.1033 -3.8102 -1.6945
C 4.2195 0.0802 2.3211
C 1.7307 0.0416 2.5429
C 3.6005 0.7713 -2.2397
C 1.0259 -2.1399 -2.8065
C -0.7384 2.5377 -3.5209
C 0.0035 3.5970 3.7191
C 0.2493 4.1884 -2.2717
C -2.4660 0.2571 5.0800
C -0.9247 3.4075 -4.6233
C 1.1702 -3.1149 0.0651
C -1.8916 -0.9607 4.7573
C -1.0809 1.3506 3.4256
C -0.4643 4.7352 -4.4822
C -0.6513 2.6290 2.7311
H -3.4756 0.7384 -2.2790
H 3.9914 -1.9143 -1.6646
H 3.4308 1.8077 -1.9416
H 5.8701 1.9319 -1.1837
H 2.6500 0.2472 -2.1466
H -0.7028 3.9080 4.4929
H 2.0801 -2.6070 0.3935
H 4.4805 0.0882 3.3703
H -2.6051 3.5946 2.7034
H -3.4408 1.9632 -1.0061
H 0.5447 -1.4631 -3.5103
H 0.8587 3.1314 4.2120
H -0.0751 -3.0411 5.5200
H 0.7081 4.4737 -1.3290
H -2.2631 2.6142 1.2722
H -2.2119 -1.8580 5.2755
H -2.4791 1.2390 -6.7200
H 6.1478 0.2057 1.2526
H -3.2309 0.3148 5.8446
H -2.0069 -3.6795 3.8507
H -1.9091 -3.1033 2.1801
H 1.0168 -3.8579 4.3918
H -4.7277 0.7514 -1.0252
H 0.5732 -3.3702 0.9402
H 2.0887 -1.9019 -2.7543
H -2.5040 2.3555 4.6706
H -1.4827 4.1857 1.4726
H -4.8501 -1.9991 -0.8503
H 1.8833 0.0664 3.6279
H -3.0605 -1.1185 2.1395
H 5.1775 -1.3724 -2.8684
H 0.3882 -2.2428 2.6148
H 0.0994 2.3684 1.9848
H -4.5429 -0.6138 1.3231
H 1.4471 -4.0503 -0.4316
H -3.0729 -5.5129 -2.5069
H -0.8433 -4.5496 -2.1616
H 6.7926 0.4420 -0.9525
H 6.2861 0.9175 -2.5766
H -0.5829 5.4257 -5.3063
H -3.4710 0.5897 2.0501
H 0.9284 -3.1598 -3.1921
H 1.3384 -2.1911 4.8878
H 0.3536 4.4931 3.2018
H 5.6942 -1.7897 -1.2221
H -0.8191 -4.3687 2.7435
H 0.4854 6.1370 -3.1788
H 3.9055 0.7551 -3.2901
H -5.0913 -4.2264 -1.8536
*
```

The value obtained for the HOMO energy is -0.1717 Eh. The total energy comes out at -91016.976 eV. The value obtained for the energy relative to the best compared isomer or geometry (same formula, charge and spin) is 0.000 eV. The calculation puts the LUMO energy at 2.38 eV.

---

3.
Molecular formula: C40H49Br2Cl44IN2O2P
Method: DFT, wB97M-V/def2-TZVPD

ORCA input file:
```
! RIJCOSX wB97M-V def2-TZVPD def2/J DEFGRID3
* xyz 1 1
I 1.4055 -1.2248 2.6705
Br 0.9288 2.7166 -0.9804
Br -2.9796 0.9184 -2.5566
Cl 6.3174 10.2805 -2.6140
Cl 3.9482 -0.8557 7.7244
Cl 7.6538 3.0116 -4.3528
Cl -4.1027 6.5810 5.4155
Cl -5.0891 -8.0921 -3.0578
Cl 7.1165 9.4712 5.4519
Cl -0.3719 -0.9372 11.2993
Cl 0.9035 5.1844 2.8334
Cl 6.6490 3.1918 2.1249
Cl -0.6546 0.1646 13.9485
Cl -9.9601 -2.8097 3.6894
Cl -2.1526 1.2863 11.7547
Cl -0.3146 3.5846 4.9077
Cl 7.0087 1.7687 -1.8228
Cl -3.0226 1.7478 -6.4573
Cl -8.2687 -5.0634 4.3102
Cl 2.4039 3.0750 4.1201
Cl -2.7690 9.0220 6.1775
Cl -3.0945 -7.8774 -0.9837
Cl -10.3636 -5.3286 2.3433
Cl 0.7030 1.6706 11.8968
Cl -2.1010 6.5431 7.4928
Cl 4.9160 8.4012 -0.9366
Cl 4.2342 9.3415 5.4350
Cl -2.7465 -6.4826 -3.4964
Cl -2.8121 1.1707 -9.2772
Cl 6.6379 5.6018 3.7281
Cl 1.8935 -2.3503 6.3576
Cl -1.7348 3.6296 -8.2221
Cl -4.5902 3.2464 -8.3594
Cl 1.9510 0.5295 6.1653
Cl -4.7608 -5.6026 -1.6323
Cl 0.1998 2.4250 2.3396
Cl 8.0767 4.4369 -1.8900
Cl 9.7659 2.2017 -2.5687
Cl -1.3242 6.9713 4.7510
Cl 4.2981 4.8906 2.2536
Cl 7.7625 8.1311 -1.3497
Cl -8.0237 -3.7378 1.7615
Cl 6.6954 5.8158 0.8830
Cl 5.9325 7.5635 -3.5047
Cl 5.7326 8.4999 3.1213
Cl 5.5998 11.3010 3.8164
Cl 1.2223 -0.7381 8.6557
P 3.6372 0.3365 0.3766
O 2.8682 1.4418 1.2833
O -2.5506 -1.0435 -0.2932
N 0.6246 -2.1557 -2.6206
N 2.3228 -0.8624 -0.2383
C -0.4447 -0.2065 -1.2725
C -0.4829 -0.3117 -4.5288
C -0.2393 -1.2609 -5.7096
C 0.8000 3.5685 3.5423
C -4.4013 -2.0357 -1.4859
C -3.9796 -3.3325 3.2568
C 5.6699 9.6573 4.4550
C -1.5422 3.5264 -2.1184
C -2.5761 7.2824 5.9601
C 0.7443 0.0353 -3.6239
C -6.2942 -2.9325 -2.8736
C -1.5972 -1.8454 -6.1940
C -9.1590 -4.2355 3.0280
C -4.1625 -2.4689 0.8523
C 4.6934 -0.6409 1.5266
C 2.6278 -6.4704 -1.7246
C -1.9509 -2.3783 2.1757
C 1.2474 -4.5251 -2.7407
C -0.7974 2.2929 -1.6802
C 2.0280 -0.2443 -4.4283
C -1.4965 -1.3721 -1.1892
C 6.0684 4.8664 2.2340
C 1.0940 -1.0737 0.5773
C -6.0801 -3.3689 -0.3966
C 6.2291 8.5971 -2.1028
C -3.9246 -7.0153 -2.2849
C 0.7228 -0.7548 -2.2838
C 0.0412 -0.0412 0.1762
C 1.3354 -5.6121 -1.6504
C 8.1309 2.8571 -2.6600
C -0.6207 0.5494 12.2290
C 2.2542 -0.8529 7.2340
C -3.6772 -1.8662 -0.3213
C -1.2249 1.0281 -1.7539
C 1.6092 -3.1250 -2.2161
C -5.3505 -3.2032 0.7963
C -5.5767 -2.7804 -1.5578
C 2.0780 -0.4621 -1.6652
C -3.0423 2.4505 -8.0827
C -3.4935 -2.3178 2.2115
H -1.5646 -1.3697 2.2907
H 3.4986 1.7705 1.9429
H -7.3702 -2.8891 -2.7381
H -5.7632 -3.6285 1.6912
H 0.8038 1.1093 -3.4636
H 3.3032 -6.2583 -0.9001
H 0.4848 -6.2782 -1.7228
H -1.5935 -2.9358 3.0350
H -0.7578 -0.1684 0.8962
H -1.8536 -1.5058 -7.1918
H 2.5850 -2.9015 -2.6640
H -7.0096 -3.9104 -0.4145
H 5.7074 -0.3042 1.3216
H -6.0744 -3.9156 -3.2862
H -3.9032 -4.3277 2.8128
H 2.9027 0.1871 -3.9413
H -5.9479 -2.2052 -3.6016
H 2.9101 -0.8657 -2.2226
H -5.0357 -3.2087 3.4785
H -1.1937 -0.8337 -3.8952
H 1.2808 -5.1687 -0.6555
H 1.9845 0.2676 -5.3823
H -1.5691 -2.7900 1.2462
H -0.1451 -2.4752 -3.1743
H -3.7556 -1.3312 2.6002
H -1.8556 -1.5964 -2.1879
H 2.2451 0.6108 -1.7129
H -1.5460 -2.9298 -6.1770
H -1.0575 -2.3070 -0.8333
H 0.4796 0.9259 0.4090
H 0.2270 -4.5494 -3.1201
H -3.3745 -3.2930 4.1541
H 1.8954 -4.8145 -3.5630
H 2.2364 -1.3048 -4.5393
H -0.9187 0.6223 -4.8630
H 0.3689 -2.1162 -5.4345
H 2.3496 -7.5150 -1.6282
H 1.7549 -3.2507 -1.1346
H 4.4673 -0.3812 2.5587
H -1.7592 3.4656 -3.1792
H 0.2387 -0.7228 -6.5219
H 0.6806 -2.0354 0.2859
H -2.4017 -1.5321 -5.5322
H 3.1331 -6.2893 -2.6675
H -0.9858 4.4185 -1.8573
H 2.8366 -1.7459 -0.2437
H 4.6204 -1.7115 1.3569
H -4.0286 -1.5571 -2.3782
H -2.4729 3.5610 -1.5570
*
```

The value obtained for the HOMO energy is -0.3859 Eh. The total energy comes out at -757800.066 eV. The value obtained for the energy relative to the best compared isomer or geometry (same formula, charge and spin) is 0.000 eV. The calculation puts the LUMO energy at -2.20 eV.

---

Look up the energy relative to the best compared isomer or geometry (same formula, charge and spin) of the third one. 0.000 eV

---

Which formula does entry 3 have? C40H49Br2Cl44IN2O2P

---

Among the records above, which one has the highest energy relative to the best compared isomer or geometry (same formula, charge and spin)? C40H49BCl3N9S4Tc